Entry 1:
A molecular structure, C13H16CrN2O2 in a non-equilibrium geometry, computed with wB97M-V/def2-TZVPD.

Last column: Löwdin charge in e.
Cartesian coordinates (Å):
Cr  -1.2774  -0.7169  -0.0288  0.65
C  -2.3828  -3.7002  -2.4703  -0.04
C  -1.5512  -2.6553  -1.7508  -0.50
O  -2.2519  -1.9942  -0.9213  -0.22
C  -0.2372  -2.6053  -2.1050  -0.03
C  0.7778  -1.6516  -1.5263  -0.30
C  2.1958  -1.7039  -2.0076  -0.04
N  0.3770  -0.8289  -0.6377  -0.18
N  1.0802  0.1298  0.0408  0.11
C  0.2490  0.7471  0.8692  -0.47
O  -0.9838  0.6259  1.1324  -0.19
C  0.8445  1.8651  1.7289  -0.11
C  2.2126  2.1580  1.5844  -0.04
C  2.8268  3.1666  2.3365  -0.10
C  2.0816  3.9058  3.2523  -0.12
C  0.7248  3.6366  3.4154  -0.10
C  0.1147  2.6273  2.6613  -0.02
H  -3.4374  -3.7168  -2.1641  0.08
H  -1.9813  -4.7038  -2.2827  0.07
H  -2.3686  -3.5209  -3.5525  0.07
H  0.1484  -3.2824  -2.8532  0.08
H  2.3307  -2.4767  -2.7685  0.07
H  2.8574  -1.9211  -1.1643  0.08
H  2.4692  -0.7358  -2.4368  0.08
H  2.8020  1.5865  0.8724  0.10
H  3.8841  3.3640  2.1978  0.09
H  2.5549  4.6876  3.8360  0.09
H  0.1284  4.2015  4.1234  0.09
H  -0.9455  2.4243  2.7957  0.11
C  -2.7560  0.5358  -0.7752  -0.22
H  -2.2856  1.4223  -1.2481  -0.02
H  -3.4150  0.8652  0.0542  -0.02
H  -3.3572  -0.0108  -1.5305  -0.02
H  -1.4293  -1.7246  1.3231  -0.01

Summary:
Total charge: -1
<S²>: 3.806
Spin multiplicity: 4
Frontier orbital gap (spin up / spin down): 0.2024 / 0.2621 hartree
E_LUMO (spin up / spin down): 3.2 / 3.2 eV
Electronic energy: -1809.35813 Eh
Strongest force on any atom: 7.48 eV/Å

Entry 2:
4 unconnected molecules or ions with the total composition C3H11NO3 in a non-equilibrium geometry, computed with wB97M-V/def2-TZVPD.

Last column: Löwdin charge in e.
Cartesian coordinates (Å):
C  1.6006  -1.2646  0.6372  0.02
C  0.6633  -1.0254  -0.2929  -0.25
N  0.3467  0.2301  -0.8381  -0.03
C  0.7429  1.2913  -0.2597  -0.04
H  2.3897  -0.5214  0.6662  0.06
H  1.6976  -2.1904  1.1793  0.06
H  -0.1996  -1.6857  -0.3807  0.10
H  0.6073  2.2864  -0.6786  0.07
H  0.9303  1.3326  0.8188  0.09
O  0.6194  2.2625  -3.5791  -0.06
H  -0.0108  1.6464  -3.9466  0.03
H  0.8621  1.9090  -2.7125  -0.01
O  -3.0576  0.0627  0.5652  -0.04
H  -2.1420  0.3402  0.7104  0.02
H  -3.3999  0.5534  -0.1546  0.01
O  -0.3774  -1.5446  3.0469  -0.05
H  -0.7386  -2.4360  3.0647  0.04
H  -0.5342  -1.2464  2.1541  -0.01

Summary:
SMILES: C=CN=C.O.O.O
Frontier orbital gap: 0.3524 hartree
E_LUMO: -0.2 eV
Electronic energy: -401.29756 Eh
Strongest force on any atom: 3.07 eV/Å

Entry 3:
A molecular structure, C25H45N2OP3SeTl in a non-equilibrium geometry, computed with wB97M-V/def2-TZVPD.

Last column: Löwdin charge in e.
Cartesian coordinates (Å):
Tl  2.0872  -0.5546  0.5007  0.83
P  -1.9079  -0.5245  -1.9339  0.81
P  0.8013  -3.7242  1.1792  0.83
P  -0.1768  -0.0883  -3.2185  0.81
H  1.3086  4.4623  0.5649  0.08
C  0.8910  4.2137  -0.4202  -0.03
C  -0.4344  4.2144  -0.6483  -0.09
H  -1.1556  4.4992  0.1301  0.04
C  -1.6170  -0.1829  -0.1868  -0.20
C  -2.3893  -2.2424  -2.1858  -0.17
C  -3.2556  0.5361  -2.5019  -0.17
C  2.5251  -3.9318  1.6392  -0.21
C  -0.2177  -4.5794  2.3741  -0.18
C  0.4847  -4.3596  -0.4703  -0.19
C  0.1388  1.6843  -3.1838  -0.17
C  -0.6406  -0.5665  -4.8995  -0.17
C  1.3332  -0.9703  -2.8032  -0.20
H  1.6184  3.9665  -1.2060  0.06
H  -0.8453  4.0197  -1.6431  0.03
H  -1.5877  0.8977  0.0106  0.06
H  -0.6747  -0.6159  0.1746  -0.05
H  -2.4324  -0.6198  0.4100  0.10
H  -1.6647  -2.9347  -1.7363  0.04
H  -2.4832  -2.4643  -3.2576  0.08
H  -3.3696  -2.3848  -1.7102  0.09
H  -3.0958  1.5740  -2.1824  0.08
H  -4.1863  0.1630  -2.0540  0.09
H  -3.3544  0.5068  -3.5952  0.08
H  2.6399  -4.9370  2.0671  0.08
H  2.7983  -3.1904  2.4009  0.07
H  3.1964  -3.8346  0.7753  0.07
H  0.3848  -5.3401  2.8857  0.08
H  -1.0645  -5.0559  1.8663  0.07
H  -0.5906  -3.8531  3.1074  0.07
H  1.0869  -5.2600  -0.6618  0.09
H  0.7238  -3.6152  -1.2424  0.02
H  -0.5780  -4.6272  -0.5552  0.06
H  0.9914  1.8798  -3.8513  0.10
H  0.3779  2.0468  -2.1748  0.04
H  -0.7353  2.2368  -3.5563  0.08
H  0.2607  -0.4658  -5.5205  0.09
H  -1.4278  0.0912  -5.2939  0.08
H  -0.9808  -1.6109  -4.9365  0.07
H  1.8052  -1.2848  -3.7441  0.10
H  1.1199  -1.8703  -2.2086  0.02
H  2.0348  -0.3133  -2.2668  0.02
C  4.8125  0.8452  -0.7798  -0.49
C  5.6266  -0.1655  -0.1615  -0.07
C  6.8949  -0.4452  -0.6363  -0.10
C  7.4100  0.2484  -1.7391  -0.09
C  6.6169  1.2049  -2.3971  -0.09
C  5.3401  1.4951  -1.9450  -0.04
O  3.6395  1.1451  -0.3212  -0.34
H  0.4364  -2.3532  1.2740  -0.11
H  5.2128  -0.6946  0.6994  0.07
H  7.4934  -1.2069  -0.1321  0.11
H  8.4278  0.0489  -2.0724  0.11
H  6.9913  1.7293  -3.2805  0.11
H  4.6884  2.2080  -2.4491  0.10
C  -2.5260  -0.2393  5.0212  -0.03
N  -2.3465  0.8708  4.1147  -0.08
C  -1.2724  1.0479  3.2741  -0.72
Se  0.2347  0.0104  3.2781  0.61
N  -1.6036  2.1699  2.5314  0.11
C  -2.8612  2.6724  2.8952  -0.19
C  -3.6728  3.6575  2.3387  0.00
C  -4.9675  3.7889  2.8700  -0.05
C  -5.4232  2.9522  3.9100  -0.04
C  -4.5957  1.9635  4.4541  0.02
C  -3.3181  1.8502  3.9114  -0.17
H  -2.9353  0.1376  5.9637  0.11
H  -1.5565  -0.7138  5.1882  0.05
H  -3.2226  -0.9780  4.6050  0.11
H  -1.0097  2.5559  1.7955  0.13
H  -3.2844  4.2796  1.5305  0.11
H  -5.6442  4.5476  2.4764  0.12
H  -6.4384  3.0818  4.2858  0.12
H  -4.8891  1.2953  5.2594  0.12

Summary:
Total charge: +3
Frontier orbital gap: 0.1552 hartree
E_LUMO: -8.8 eV
Electronic energy: -4761.33431 Eh
Strongest force on any atom: 3.37 eV/Å

> What is the strongest force on any atom in the second record?

3.07 eV/Å